(1)
60
Properties=species:S:1:pos:R:3:forces:R:3 method="wB97M-V/def2-TZVPD" gap_ev="7.48 / 7.89" homo_energy_ha="-0.304 / -0.308" de_lowest_kcal_mol=0.0 charge=0 spin_multiplicity=2
Cr 0.28300 -2.09691 1.12817 0.10 -0.06 -0.11
S 1.06855 -3.98629 2.02002 0.01 -0.12 -0.04
F 1.55610 -5.70991 4.44580 0.01 -0.01 0.02
F 0.42485 -0.56031 5.73801 0.00 -0.01 0.01
F 0.52707 -1.29341 3.14214 -0.04 -0.02 0.04
F 1.45409 -4.96620 7.02903 0.00 0.00 0.00
F 0.89058 -2.39770 7.70135 0.00 0.00 0.01
O 0.04620 -2.81247 -0.67654 -0.03 0.02 0.06
O -1.40845 1.31803 -0.59654 0.06 0.00 -0.02
O -1.48401 -2.09522 1.44921 -0.01 -0.03 0.12
O 2.06504 -1.15105 0.77746 0.08 -0.10 0.07
N 2.05420 0.92719 -0.31653 0.07 -0.01 0.06
N 0.16199 -0.15211 0.22860 0.07 -0.12 0.14
C 2.04186 4.97742 0.85059 0.02 0.01 0.01
C 1.27907 -4.43960 4.73949 -0.03 0.11 -0.05
C -4.70105 -1.25795 0.09332 0.09 -0.03 0.10
C 0.99632 5.82185 0.52062 0.00 0.02 0.01
C -3.67474 -1.47431 0.98093 -0.03 0.01 -0.02
C 1.04212 -3.52789 3.71385 0.01 0.03 0.12
C 0.07413 1.77388 -4.61683 0.01 0.00 -0.03
C -0.98587 -2.71535 -1.36336 -0.09 0.03 -0.04
C -0.05176 5.34237 -0.25351 -0.02 0.00 -0.01
C 0.75843 -2.23180 4.10895 0.06 -0.11 0.07
C -2.23894 -2.19902 -0.84382 -0.03 0.05 0.20
C -0.26680 0.96407 -0.41376 -0.09 0.13 -0.03
C 1.00094 1.75208 -0.90336 0.01 0.01 -0.04
C 0.99998 3.17895 -0.37068 0.05 0.02 0.01
C 1.09245 1.75930 -2.43178 -0.07 0.00 -0.03
C 0.93884 -2.75794 6.42075 0.00 -0.01 -0.08
C -0.04361 1.72229 -3.23451 0.03 -0.06 0.03
C 2.45508 1.91425 -4.41951 0.05 0.00 0.02
C 2.04334 3.66058 0.40909 -0.04 -0.02 0.04
C -2.42457 -1.92762 0.53703 -0.05 0.01 -0.25
C -0.88426 -3.16688 -2.79181 0.06 -0.02 0.03
C -4.52621 -1.50580 -1.26945 -0.02 -0.01 -0.15
C -3.31892 -1.97737 -1.71907 -0.02 0.00 -0.01
C 1.22819 -4.06807 6.07192 -0.01 0.03 -0.01
C 2.34000 1.86370 -3.03988 -0.02 0.03 -0.01
C 0.70061 -1.82516 5.42503 0.01 0.02 -0.01
C 1.50175 -0.15705 0.24634 -0.19 0.21 -0.13
C 1.32059 1.86713 -5.21475 -0.04 0.00 -0.03
C -0.05029 4.03243 -0.70106 0.02 -0.01 -0.02
H -0.87747 5.99274 -0.51121 0.00 0.00 0.00
H 0.99379 6.84692 0.86681 0.00 0.01 0.00
H -1.66886 -3.88023 -3.03907 -0.01 0.00 0.00
H -0.87389 3.66192 -1.29477 0.00 0.00 -0.01
H -3.79035 -1.27939 2.03787 0.01 0.00 0.01
H 2.85731 3.01047 0.69882 0.01 -0.02 -0.01
H -5.65099 -0.88700 0.45567 0.00 0.00 0.01
H -0.98643 -2.30725 -3.45673 0.00 0.01 0.00
H -0.81882 1.74119 -5.22783 -0.01 0.00 0.00
H -1.02029 1.64505 -2.77739 -0.01 0.02 0.00
H -3.18984 -2.17032 -2.77487 -0.01 0.00 -0.01
H 1.40852 1.90701 -6.29232 0.00 0.00 -0.01
H -5.33468 -1.32614 -1.96416 0.01 -0.01 -0.01
H 0.09165 -3.61909 -2.94491 -0.01 0.00 0.00
H 3.03568 0.98416 -0.51988 0.00 0.00 -0.05
H 3.43483 1.99535 -4.87164 0.01 0.00 -0.01
H 2.86162 5.33729 1.45859 0.00 0.00 0.00
H 3.24230 1.92521 -2.44393 0.01 0.01 0.03

***

(2)
64
Properties=species:S:1:pos:R:3:forces:R:3 method="wB97M-V/def2-TZVPD" gap_ev=7.30 homo_energy_ha=-0.390 de_lowest_kcal_mol=5.6 charge=+1
Hf -0.33614 0.27262 -0.13494 0.08 -0.17 -0.83
Cl -3.60316 -5.67951 -0.05929 0.01 0.00 -0.01
Cl 1.17151 -3.17083 0.06215 -0.04 0.06 -0.04
Cl -3.34942 -0.28032 -0.11771 0.14 -0.18 0.02
Cl -5.05196 -2.91097 -0.13486 0.00 0.00 0.00
Cl -0.49509 -5.80613 0.04017 0.02 0.00 -0.01
S 1.70856 0.20579 1.55279 0.06 0.15 0.00
O -1.35262 2.73534 2.00601 -0.02 -0.05 0.08
O -1.64235 0.65387 2.91443 -0.08 0.11 0.01
O -1.10354 0.53711 -1.99739 0.20 -0.04 0.08
O 0.15501 2.39200 -0.64545 0.08 0.05 0.14
N 1.71205 0.02059 -1.50284 -0.31 0.09 -0.15
N 2.74834 2.70143 1.46217 0.03 0.10 0.05
N 2.95600 1.68859 -0.43449 0.00 -0.06 -0.10
C 3.41094 3.56527 0.61075 -0.01 -0.07 0.00
C 1.56802 -0.88160 -2.48435 0.01 -0.01 0.04
C -2.56079 -1.85355 -0.09467 -0.15 0.09 0.04
C -2.73048 2.57816 5.85984 0.00 -0.03 -0.01
C -1.99492 1.60683 3.84647 0.03 -0.18 0.01
C -0.56928 -3.09474 -0.01680 0.02 -0.18 0.04
C 3.67790 -0.32140 -3.42327 0.03 0.01 -0.01
C -3.34138 -2.99993 -0.09677 0.05 -0.03 0.00
C -2.55771 3.84459 5.30896 0.01 0.01 0.00
C -2.09556 4.01279 4.00476 -0.01 -0.02 0.02
C -1.29060 -4.28747 -0.01871 -0.01 0.04 0.00
C 2.51947 -1.08043 -3.46371 0.01 -0.01 0.01
C -0.16286 3.36493 -4.10791 -0.03 -0.05 -0.03
C 2.83206 0.73375 -1.47686 0.08 0.05 0.17
C 3.54426 2.93935 -0.57252 -0.03 0.09 -0.01
C 2.47280 1.55564 0.82770 -0.09 -0.20 0.16
C 0.03414 3.12092 -1.65304 -0.05 -0.09 -0.05
C 3.84881 0.60083 -2.40485 -0.02 -0.07 0.02
C 2.36022 2.99491 2.84193 0.01 -0.02 -0.11
C -0.98794 1.56425 -5.44397 -0.02 -0.07 -0.06
C -2.45007 1.42302 5.13216 -0.01 0.06 0.01
C -2.68627 -4.23325 -0.06198 -0.03 0.01 0.02
C -0.32985 2.58338 -2.94462 0.08 0.14 0.02
C -1.19052 0.78439 -4.32915 0.02 0.09 -0.04
C -1.82228 2.86260 3.29935 0.05 0.11 -0.07
C -1.17608 -1.85030 -0.05935 0.08 0.03 0.11
C -0.47134 2.86295 -5.34586 0.01 0.03 0.06
C 0.29000 4.58585 -1.46879 0.02 0.01 -0.04
C -0.86346 1.27824 -3.05838 -0.09 0.00 0.16
B -1.25353 1.35552 1.76971 -0.08 0.19 0.20
H 3.71975 4.54482 0.92825 0.02 0.00 -0.02
H 2.34929 -1.81674 -4.23519 0.01 0.00 0.00
H 2.55100 4.04867 3.02248 -0.01 0.00 0.03
H -1.24587 1.16752 -6.41791 0.00 0.01 0.00
H 2.94171 2.38677 3.53032 -0.01 -0.01 0.02
H 0.41697 4.78985 -0.40936 -0.01 0.00 0.00
H 3.97259 3.27125 -1.50028 0.00 0.00 0.00
H 4.45226 -0.45116 -4.16706 -0.01 -0.01 -0.01
H -0.53748 5.17194 -1.86812 0.00 0.00 0.02
H 0.64614 -1.45003 -2.47670 -0.02 0.01 0.00
H -0.33008 3.46296 -6.23319 0.00 0.00 0.00
H -2.79103 4.71701 5.90403 0.00 0.00 0.00
H 1.19051 4.88771 -2.00749 0.01 -0.01 0.01
H 0.22609 4.37031 -4.02055 0.00 0.00 -0.01
H -3.09385 2.48657 6.87430 0.00 0.01 0.00
H 1.30036 2.78106 2.96228 -0.01 0.01 0.03
H -1.96607 4.99129 3.56317 0.00 0.01 0.00
H 4.75515 1.18153 -2.31581 0.00 0.00 0.01
H -1.61896 -0.20618 -4.40097 0.00 -0.01 0.01
H -2.58387 0.43378 5.54656 0.00 0.00 0.01

***

(3)
71
Properties=species:S:1:pos:R:3:forces:R:3 method="wB97M-V/def2-TZVPD" gap_ev=5.70 homo_energy_ha=-0.079 de_lowest_kcal_mol=6.6 charge=-2
Se 4.15198 -0.64840 -0.89356 -0.02 0.11 -0.01
Se 3.79544 1.38334 -1.93101 0.00 0.01 -0.09
Ca -0.31196 -0.54388 -1.37891 0.42 -0.04 0.07
Cl 0.35689 2.91504 -0.80251 0.00 0.02 -0.14
Cl 1.15031 3.98458 -3.42722 -0.05 -0.01 0.03
S -2.43187 -0.26363 -3.34754 0.00 -0.01 0.11
S 0.19601 3.29032 3.61805 -0.23 0.00 0.08
F -2.33638 4.83505 2.93978 0.04 0.02 -0.03
F -0.80301 1.18857 5.56837 0.08 -0.01 -0.01
F -4.78896 4.45565 3.88003 -0.05 0.02 0.00
F -5.30789 2.47133 5.68802 -0.04 0.00 0.01
F -3.26875 0.85714 6.50350 -0.01 -0.04 0.04
O -1.60178 -1.50014 -3.04407 0.00 0.07 0.14
O -3.69092 -0.31542 -2.62356 -0.11 0.02 -0.16
O -1.40376 -2.97332 2.26712 0.20 -0.03 0.01
O -1.56661 0.85770 -2.77681 0.00 0.02 0.22
O -2.55083 -0.09521 -4.79087 -0.02 0.01 -0.08
N 1.36646 -2.62889 -1.74272 0.03 -0.14 0.12
N -0.23736 -2.10406 0.47097 0.03 -0.13 0.00
N 1.53814 0.32378 -3.28019 0.06 -0.26 -0.31
N 1.90488 0.31776 0.53337 0.13 0.00 0.00
N -1.69792 0.15320 0.59987 -0.33 0.07 -0.14
C 1.48942 -3.42343 -0.67203 -0.04 0.09 -0.06
C 1.20592 0.53631 1.65129 -0.04 0.10 -0.09
C -1.41525 3.04663 4.20921 0.32 -0.03 -0.05
C -1.12976 -2.07521 1.44794 -0.23 0.12 0.02
C 0.46425 -3.35390 0.42514 0.06 -0.04 -0.05
C 3.37576 -4.55292 -1.64173 0.00 -0.02 0.06
C -4.05718 2.66134 5.21762 -0.05 -0.01 0.03
C 3.34470 0.96754 -4.71813 0.04 0.04 0.09
C -3.48629 1.45063 1.50850 0.03 -0.02 -0.03
C 2.62215 0.58531 -5.83621 0.02 0.02 -0.05
C 1.36402 0.04372 -5.65969 -0.01 0.01 -0.05
C -1.93743 -0.78949 1.51817 0.09 -0.15 -0.19
C -2.93911 -0.66755 2.46483 -0.04 0.13 0.10
C 3.33678 -1.12511 1.78646 0.08 0.00 -0.02
C 2.76374 0.81491 -3.46553 -0.26 -0.10 0.16
C 2.20729 -2.82149 -2.76334 -0.12 -0.01 -0.04
C -1.74639 2.03598 5.12477 -0.12 0.00 0.05
C 2.97715 -0.45066 0.62885 -0.22 -0.08 0.17
C -3.72123 0.47656 2.46507 0.04 -0.04 -0.01
C -2.50415 3.83918 3.82384 -0.14 0.03 -0.01
C -3.01963 1.84587 5.62521 0.07 0.01 -0.07
C 2.51253 -4.36985 -0.58039 0.05 -0.05 -0.06
C -3.78787 3.66042 4.30407 0.11 0.01 -0.02
C -0.21407 3.48399 -2.37406 0.10 -0.01 -0.06
C -2.47244 1.23872 0.58776 0.01 -0.03 0.06
C 1.48758 -0.06837 2.86636 -0.03 -0.03 -0.03
C 3.20579 -3.77621 -2.77773 -0.01 0.05 -0.01
C 0.86302 -0.07889 -4.37357 0.13 0.30 0.19
C 2.55230 -0.94707 2.91930 0.03 -0.01 -0.04
H -4.51302 0.59990 3.19382 0.00 0.02 0.01
H -0.82779 4.36153 -2.21863 -0.02 0.02 0.01
H 4.22638 -1.74307 1.80278 -0.02 -0.01 0.02
H -3.07722 -1.47869 3.16487 0.00 0.01 0.00
H -0.74616 2.67121 -2.86456 -0.02 -0.04 0.04
H 2.60035 -4.95941 0.32379 0.00 0.00 -0.01
H 2.79833 -1.46220 3.83988 0.01 -0.01 -0.01
H 4.16896 -5.28968 -1.58737 0.00 0.00 0.01
H 4.34354 1.37239 -4.79724 0.01 -0.01 0.00
H 2.06907 -2.17106 -3.61690 0.01 0.00 -0.01
H -4.07885 2.35394 1.45819 0.00 0.00 0.01
H -0.22542 -4.19658 0.24836 -0.03 0.00 0.04
H 3.04576 0.70186 -6.82689 0.00 0.00 0.00
H 3.84975 -3.87672 -3.64116 -0.01 0.00 0.00
H 0.75033 -0.27822 -6.48982 0.01 0.01 0.00
H -2.27708 1.95094 -0.20261 -0.01 0.01 -0.01
H 0.38315 1.23627 1.58224 0.02 -0.04 0.01
H 0.87505 0.16612 3.72656 0.03 0.02 -0.02
H 0.94849 -3.59825 1.38092 0.02 0.05 0.01
H -0.11729 -0.50776 -4.21834 -0.01 -0.04 0.02